Entry from OMol25: a molecular structure, C14H19Br4CaNO2S2 (ωB97M-V/def2-TZVPD).

As for the gap between HOMO and LUMO: 5.15 eV. The total energy is -12520.18472 Eh. As for the LUMO energy: -0.53 eV.

```
43
Properties=species:S:1:pos:R:3:forces:R:3
Ca 0.13656 0.45349 -0.52574 0.404 -2.846 1.287
S 1.90693 1.79614 1.25372 -0.224 0.003 0.264
S -2.45314 -0.22863 -1.52654 -0.130 0.072 0.339
C 2.73244 0.51185 2.23618 0.112 -0.194 0.091
C 0.61319 2.42755 2.39125 0.301 0.168 -0.239
C -0.75233 1.73111 2.43225 -0.071 -0.285 -0.031
N -1.41791 1.60888 1.10902 -0.113 0.603 -0.265
C -2.73844 0.92437 1.12819 0.134 -0.094 0.124
C -3.36692 0.73200 -0.25818 0.059 -0.094 -0.362
H 0.49994 3.48001 2.09803 -0.020 -0.174 0.173
H 1.08405 2.39762 3.38170 -0.360 0.155 -0.110
H -1.38605 2.32125 3.10895 0.061 -0.207 0.112
H -0.62843 0.72695 2.85011 -0.130 0.051 -0.085
H -3.45214 1.52177 1.71494 0.032 -0.256 0.077
H -2.61809 -0.05275 1.60721 0.069 0.151 0.036
H -3.54487 1.70148 -0.74233 -0.062 -0.157 0.154
H -4.32957 0.21327 -0.17028 0.107 0.350 0.199
C -2.77585 -1.95014 -1.04349 0.012 -0.194 0.071
H -1.61037 2.57136 0.80141 0.188 -0.399 -0.018
H -2.63625 -2.10231 0.03625 0.115 0.041 -0.425
H -2.04978 -2.56302 -1.59635 -0.143 0.212 0.301
H -3.78627 -2.24840 -1.35054 0.237 0.202 0.107
H 3.27769 -0.11877 1.51940 -0.305 0.100 0.237
H 2.00739 -0.09977 2.79174 0.242 0.127 -0.352
H 3.46071 0.96831 2.91823 -0.286 -0.039 -0.162
C 0.76036 1.85454 -2.48131 0.004 1.661 -1.128
C -0.01101 2.72210 -1.79936 0.455 0.507 -1.109
H 0.36927 1.22345 -3.29143 0.043 0.104 0.588
H 1.85386 1.82765 -2.38139 -0.528 -0.146 0.245
H -1.07512 2.86105 -2.03765 0.378 -0.316 0.182
H 0.42039 3.46678 -1.11563 -0.094 -0.504 -0.116
Br 4.10375 -4.97656 -3.03639 0.350 -0.371 -0.302
C 2.97676 -4.00113 -1.91452 -0.630 -0.867 1.623
C 2.48041 -4.58824 -0.70034 0.515 0.960 -1.512
Br 2.97720 -6.34099 -0.25869 0.074 -0.313 0.103
C 1.63442 -3.86742 0.14790 -0.292 1.633 -0.694
Br 0.95825 -4.60081 1.74936 -0.075 0.031 0.098
C 1.22761 -2.51730 -0.15514 1.714 -1.179 -1.918
O 0.45567 -1.80384 0.57261 -0.835 1.636 0.192
C 1.77160 -1.93862 -1.43091 0.597 -2.352 0.698
O 1.46642 -0.74249 -1.77289 -0.987 1.940 0.229
C 2.62465 -2.70464 -2.26541 -0.838 0.323 1.133
Br 3.24401 -1.86833 -3.85261 -0.079 -0.045 0.162
```
Forces are in eV/Å.

These are the natural (NBO) partial charges, in e, on atoms 1 to 2: 1.692 0.139

=====

Entry from OMol25: a molecular structure, C14H19CaF6N2O17S2 (ωB97M-V/def2-TZVPD).

As for the gap between HOMO and LUMO: 5.31 eV. The relative energy (zero: lowest compared OMol25 entry of this formula, charge and spin) is 396.4 kJ/mol. As for the net charge: -1. The total energy is -4006.60604 Eh. As for the LUMO energy: 1.68 eV.

```
61
Properties=species:S:1:pos:R:3:forces:R:3
Ca 16.40770 9.74704 2.43865 1.351 2.164 -1.194
C 16.35707 6.58104 -0.52990 0.343 1.887 0.939
F 17.36232 7.45956 -0.26060 -0.875 -0.870 -0.812
F 15.82883 6.84619 -1.75277 1.073 -0.877 1.949
F 16.84642 5.35681 -0.45482 -0.160 -0.321 -0.540
S 15.24011 6.80488 1.08340 -0.544 -1.159 2.609
O 14.07140 5.90954 1.00555 1.659 1.703 -0.937
O 15.99728 6.46955 2.31352 0.190 1.222 -2.428
N 14.99678 8.56167 1.08350 -0.471 -4.565 -1.111
S 13.65399 8.53023 0.22034 -3.779 3.436 1.369
O 13.73128 7.92023 -1.05253 0.051 -1.407 -1.288
O 12.49191 8.23038 1.09411 1.914 1.058 -1.888
C 13.55368 10.38647 -0.43050 2.301 0.015 1.230
F 14.77780 10.97823 -0.65140 -1.130 -1.097 0.596
F 12.94045 10.49123 -1.57804 -1.034 -0.592 -0.794
F 12.91329 11.06974 0.48414 -0.549 0.694 0.475
O 17.48936 10.59275 0.53657 -0.570 -0.940 0.318
H 16.95937 10.39620 -0.26030 0.518 0.257 0.653
N 14.78959 12.17458 3.12731 2.088 4.171 -2.535
O 15.32731 12.00730 2.01365 0.181 -0.619 -1.095
O 14.62117 11.21842 3.80562 -1.232 -4.132 3.404
O 14.60674 13.33486 3.50647 -0.938 0.192 0.699
C 12.24786 7.28928 6.70037 0.602 0.639 0.514
C 13.48217 8.23109 6.72462 0.531 -3.214 -1.067
C 14.75800 7.59880 7.27267 -0.371 1.205 4.516
O 15.82723 8.18951 6.57030 0.557 -1.404 0.746
C 15.33585 8.32076 5.36909 1.569 2.973 -3.329
O 15.99991 8.66770 4.40689 -0.901 -1.592 1.830
O 14.03856 8.27456 5.37521 -2.639 0.685 -0.958
H 12.46135 6.24146 6.91156 0.344 0.018 -0.324
H 11.76416 7.38754 5.72853 -0.169 0.023 0.198
H 11.61168 7.61730 7.52243 -0.401 0.020 -0.259
H 13.14247 9.15749 7.18775 0.791 0.509 -0.701
H 14.79144 6.51661 7.39847 -0.032 -0.104 -1.001
H 14.91534 7.97088 8.28504 -0.068 -0.172 0.371
C 19.78441 4.65900 5.46498 -0.080 2.947 -0.721
C 20.34945 5.88080 4.50574 -1.260 -3.268 -1.580
C 20.37312 5.36005 3.05681 -0.324 -0.240 -1.079
O 19.67344 6.31682 2.24475 -0.113 1.284 0.620
C 19.11971 7.27874 3.05136 -0.590 0.709 -1.382
O 18.47322 8.24242 2.67814 1.761 -2.889 1.092
O 19.42874 6.96659 4.33679 0.210 0.463 1.709
H 20.46233 3.83217 5.67682 0.359 0.455 -0.143
H 18.85791 4.24633 5.06573 0.056 0.210 -0.209
H 19.53445 5.24632 6.34854 -0.044 -0.633 0.523
H 21.38344 6.10018 4.77189 -0.393 0.952 0.504
H 19.79097 4.45425 2.88730 0.293 -0.295 0.431
H 21.37538 5.23554 2.64684 -0.017 0.017 0.027
C 18.88109 11.61281 8.53190 0.983 -0.302 -0.303
C 19.49068 11.28149 7.15965 0.917 0.866 1.241
C 19.88714 9.85043 6.97749 -0.699 -1.783 -0.033
O 19.38700 9.56762 5.65158 0.743 -1.299 1.378
C 18.57997 10.52092 5.27089 -1.496 1.274 -4.616
O 18.04320 10.51280 4.15227 1.125 0.679 3.913
O 18.59162 11.56185 6.14191 -1.022 -0.439 -1.330
H 18.45147 12.59362 8.73575 0.282 0.178 -0.769
H 19.75054 11.51471 9.18191 -0.323 -0.251 0.666
H 18.08751 10.89984 8.75552 0.218 -0.241 0.112
H 20.47830 11.68712 6.94015 -0.333 1.733 0.246
H 19.44456 9.22688 7.75428 -0.501 -0.464 -0.323
H 20.94617 9.59267 6.98869 0.046 0.530 -0.130
```
Forces are in eV/Å.

These are the natural (NBO) partial charges, in e, on atoms 1 to 2: 1.796 0.804

=====

Entry from OMol25: 3 unconnected molecules or ions with the total composition C14H19Cl4N3 (ωB97M-V/def2-TZVPD).

The SMILES is NCCc1cnc2ccccc2n1.ClCCCl.ClCCCl. As for the gap between HOMO and LUMO: 7.25 eV. The total energy is -2549.48318 Eh. As for the LUMO energy: -0.93 eV.

```
40
Properties=species:S:1:pos:R:3:forces:R:3
N 1.30047 -2.04136 -0.67530 1.352 1.307 0.007
C 1.47770 -1.08001 -1.86932 -0.565 -0.359 -0.231
C 0.84194 -1.91650 -3.16939 -0.652 1.040 0.788
C -0.75603 -2.16789 -2.77137 -2.827 0.536 0.559
C -1.37977 -3.67017 -2.71337 -1.908 1.090 0.688
N -2.78215 -4.05657 -2.33231 3.813 6.527 -0.542
C -3.53893 -2.80191 -2.00255 -1.704 0.578 0.435
C -5.12743 -2.99902 -1.52761 -0.688 3.855 0.224
C -6.11563 -1.71171 -1.17664 4.220 -0.138 -1.145
C -5.54052 -0.15940 -1.25812 4.168 -3.139 -1.400
C -3.97627 0.01824 -1.71646 -2.683 -2.624 0.613
C -2.98789 -1.27333 -2.08129 -0.311 -0.166 0.117
N -1.57556 -0.94463 -2.47541 -1.192 -6.254 0.059
H 1.07122 -1.48016 0.19002 0.543 -0.967 -1.396
H 2.21120 -2.56860 -0.51653 -1.611 1.093 -0.187
H 2.60366 -0.79420 -2.01460 -2.123 -0.523 -0.043
H 0.84717 -0.07938 -1.71415 1.357 -2.376 -0.289
H 1.43698 -2.92518 -3.29087 -1.455 1.988 0.168
H 0.91277 -1.24107 -4.15072 -0.249 -1.657 2.099
H -0.64345 -4.56453 -3.00215 -1.918 2.160 0.757
H -5.64390 -4.07130 -1.44360 1.575 2.581 -0.293
H -7.23146 -1.85709 -0.85351 2.483 0.068 -0.726
H -6.17868 0.79333 -1.00193 1.381 -2.250 -0.592
H -3.52208 1.09581 -1.80946 -0.893 -2.453 0.196
Cl -0.24082 -0.53310 1.89813 -0.084 0.110 0.099
C 0.99611 -0.85326 3.13911 0.166 -0.025 0.252
C 1.56331 0.42832 3.72783 -0.141 -0.165 0.292
Cl 2.54993 1.33094 2.55040 -0.028 0.001 -0.076
H 1.77913 -1.47034 2.68757 -0.131 0.204 0.040
H 0.51115 -1.43965 3.92525 0.071 0.170 -0.092
H 2.21813 0.19239 4.57258 -0.100 -0.034 -0.192
H 0.77139 1.09303 4.08745 0.149 -0.153 -0.200
Cl 3.80006 5.00927 4.35389 -0.026 0.018 0.000
C 3.87583 4.84790 2.58168 0.052 -0.052 -0.324
C 4.73565 5.92693 1.94358 0.123 -0.257 -0.060
Cl 3.98980 7.54055 2.06368 0.012 0.002 0.038
H 2.85239 4.86673 2.19440 0.227 0.084 0.128
H 4.30147 3.86210 2.37170 -0.006 0.197 0.036
H 4.86489 5.71807 0.87693 -0.107 -0.021 0.192
H 5.72824 5.97678 2.40246 -0.286 0.006 -0.001
```
Forces are in eV/Å.

These are the natural (NBO) partial charges, in e, on atoms 1 to 2: -0.880 -0.230

=====

Which formula does entry 1 have? C14H19Br4CaNO2S2

=====

Which formula does entry 2 have? C14H19CaF6N2O17S2

=====

gap between HOMO and LUMO of number 3 (C14H19Cl4N3)? 7.25 eV